Record 1
{"formula": "C26H21BCl2F2NORe", "method": "ωB97M-V/def2-TZVPD", "species": ["Re", "Cl", "Cl", "F", "F", "O", "N", "C", "C", "C", "C", "C", "C", "C", "C", "C", "C", "C", "C", "C", "C", "C", "C", "C", "C", "C", "C", "C", "C", "C", "C", "C", "C", "B", "H", "H", "H", "H", "H", "H", "H", "H", "H", "H", "H", "H", "H", "H", "H", "H", "H", "H", "H", "H", "H"], "xyz": [[0.247, 0.049, 0.373], [3.643, -5.454, -2.186], [1.559, -1.013, -4.383], [-2.757, -0.505, -0.090], [-1.593, -2.376, 0.391], [0.841, -0.355, -1.528], [1.305, -1.776, 0.572], [1.745, -2.298, -0.618], [0.033, 0.497, 5.825], [-0.534, 2.908, 2.165], [1.247, 2.587, 0.394], [1.530, -2.471, 1.682], [-1.719, 1.670, -2.572], [2.417, -3.527, -0.710], [0.605, 2.339, -1.919], [2.545, -3.186, -3.105], [1.872, -1.954, -2.981], [-0.217, -0.057, 2.308], [1.466, -1.498, -1.748], [-0.702, -0.262, 4.908], [1.598, 2.548, -0.964], [-1.027, 2.035, -0.166], [-0.235, 0.392, 7.178], [-1.233, -0.464, 7.626], [2.194, -3.698, 1.672], [3.022, 2.755, -1.383], [-1.965, -1.220, 6.720], [2.635, -4.232, 0.487], [-0.435, -0.158, 3.512], [-1.704, -1.125, 5.365], [2.812, -3.951, -2.006], [-0.695, 2.029, -1.543], [-0.091, 2.458, 0.806], [-1.595, -1.066, 0.205], [3.146, -5.185, 0.461], [2.851, -3.518, -4.087], [0.811, 1.160, 5.470], [-0.757, 3.976, 2.099], [3.716, 2.498, -0.584], [3.180, 3.805, -1.636], [-2.061, 1.894, 0.124], [2.003, 2.822, 1.134], [-1.441, -0.542, 8.685], [1.162, -2.036, 2.599], [-1.274, 1.043, -3.344], [-1.432, 2.390, 2.490], [0.335, 0.978, 7.885], [2.344, -4.214, 2.609], [-2.273, -1.710, 4.654], [-2.742, -1.885, 7.071], [0.870, 2.313, -2.968], [-2.095, 2.578, -3.048], [0.246, 2.766, 2.910], [-2.566, 1.149, -2.130], [3.261, 2.163, -2.265]], "mulliken_spin": [2.643, 0.005, 0.007, 0.003, 0.012, 0.147, -0.076, -0.090, 0.061, 0.014, 0.114, 0.021, -0.004, -0.023, 0.066, -0.027, 0.054, -0.390, 0.042, 0.013, -0.012, -0.034, -0.020, 0.047, -0.024, -0.007, -0.021, 0.046, 0.369, 0.059, 0.037, 0.028, 0.002, -0.094, 0.002, 0.000, 0.003, -0.002, -0.002, 0.003, -0.010, 0.009, 0.002, 0.027, -0.001, -0.003, -0.001, 0.001, 0.002, -0.001, 0.003, 0.000, -0.001, 0.000, 0.000], "de_lowest_kcal_mol": 6.1, "total_charge": 1, "largest_force_ha_per_bohr": 0.00491, "homo_ev": [-10.83, -11.15], "spin_multiplicity": 4, "gap_ha": [0.26259, 0.24054], "e_tot_ev": -64123.1841}

Record 2
{"formula": "C26H21Br2F6N4O3Pt", "method": "ωB97M-V/def2-TZVPD", "species": ["Pt", "Br", "Br", "F", "F", "F", "F", "F", "F", "O", "O", "O", "N", "N", "N", "N", "C", "C", "C", "C", "C", "C", "C", "C", "C", "C", "C", "C", "C", "C", "C", "C", "C", "C", "C", "C", "C", "C", "C", "C", "C", "C", "H", "H", "H", "H", "H", "H", "H", "H", "H", "H", "H", "H", "H", "H", "H", "H", "H", "H", "H", "H", "H"], "xyz": [[-0.338, -0.047, -0.821], [-4.162, -5.016, -2.655], [-4.600, 2.567, -5.123], [-2.769, -0.269, 0.934], [-1.669, 3.662, 0.329], [-3.091, 0.642, 2.860], [-1.311, -0.528, 2.498], [-3.162, 3.213, 1.820], [-3.154, 2.137, -0.042], [-0.319, 1.348, 0.677], [1.246, 2.018, -1.946], [0.528, -1.400, 0.558], [-1.557, 0.869, -2.079], [2.606, -0.464, 1.120], [2.307, 0.421, 0.307], [-1.062, -1.675, -1.792], [-1.597, 2.178, -2.331], [4.414, 1.403, 1.257], [0.874, -3.558, 2.276], [3.276, 1.468, 0.286], [3.101, -2.701, 2.721], [-2.243, -1.383, -2.391], [-0.790, -2.951, -1.507], [-2.151, 0.365, 1.949], [-1.676, -3.977, -1.765], [-2.496, 2.724, -3.225], [3.342, -3.785, 3.547], [-3.339, 0.520, -3.625], [-1.367, 1.634, 1.521], [2.360, -4.747, 3.735], [2.339, 4.094, -2.307], [-3.376, 1.882, -3.883], [1.124, -4.633, 3.104], [3.151, 2.479, -0.579], [2.150, 2.761, -1.632], [1.865, -2.589, 2.076], [-2.354, 2.662, 0.909], [1.580, -1.479, 1.182], [-3.191, -2.352, -2.654], [-2.425, 0.045, -2.707], [-2.903, -3.668, -2.329], [-0.767, 2.265, 2.785], [0.171, -3.149, -1.056], [1.622, 4.213, -3.114], [3.355, 4.177, -2.700], [-4.147, -2.087, -3.080], [0.362, -5.382, 3.268], [-0.157, 3.111, 2.474], [-1.522, 2.600, 3.492], [3.919, 3.241, -0.507], [3.857, -1.944, 2.572], [4.296, -3.879, 4.047], [-0.910, 2.790, -1.772], [-0.125, 1.529, 3.264], [-2.506, 3.791, -3.390], [-1.413, -4.994, -1.519], [5.034, 2.291, 1.162], [4.049, 1.330, 2.281], [-0.087, -3.441, 1.793], [5.029, 0.522, 1.073], [2.553, -5.591, 4.384], [2.215, 4.897, -1.576], [-3.989, -0.161, -4.153]], "mulliken_charge": [1.931, -0.115, -0.117, -0.192, -0.271, -0.293, -0.248, -0.275, -0.240, -0.805, -0.570, -0.532, -0.102, -0.563, 0.566, 0.121, -0.374, -1.380, -0.416, 0.209, -0.228, 0.574, -0.119, 0.314, -0.766, -0.915, -0.791, -0.527, 1.187, -0.359, -1.587, -0.338, -0.898, -0.224, 0.786, 0.911, 0.707, -0.134, -0.796, 0.739, -0.044, -2.099, 0.608, 0.365, 0.468, 0.469, 0.423, 0.454, 0.395, 0.347, 0.486, 0.422, 0.709, 0.418, 0.502, 0.464, 0.401, 0.341, 0.453, 0.307, 0.411, 0.365, 0.459], "total_charge": 1, "largest_force_ha_per_bohr": 0.03605, "homo_ev": -11.22, "spin_multiplicity": 1, "gap_ha": 0.24781, "e_tot_ev": -199036.4150}

Record 3
{"formula": "C26H21Cl5FN5NdO6P2Se", "method": "ωB97M-V/def2-TZVPD", "species": ["Nd", "Se", "Cl", "Cl", "Cl", "Cl", "Cl", "P", "P", "F", "O", "O", "O", "O", "O", "O", "N", "N", "N", "N", "N", "C", "C", "C", "C", "C", "C", "C", "C", "C", "C", "C", "C", "C", "C", "C", "C", "C", "C", "C", "C", "C", "C", "C", "C", "C", "C", "H", "H", "H", "H", "H", "H", "H", "H", "H", "H", "H", "H", "H", "H", "H", "H", "H", "H", "H", "H", "H"], "xyz": [[0.166, 0.629, 0.280], [-3.697, 1.845, 1.668], [-3.530, -0.239, -0.614], [-4.670, 3.719, -4.095], [-1.796, 4.832, -3.727], [0.200, 3.345, -1.782], [-5.589, 1.228, -2.471], [1.570, 1.279, 3.069], [1.151, -1.350, 2.213], [1.631, 0.841, -1.176], [-0.228, -0.780, 2.155], [0.224, 1.552, 3.697], [1.833, 1.387, 1.620], [1.974, -1.406, 0.991], [1.098, -2.852, 2.912], [2.661, 2.201, 3.857], [-0.656, -1.369, -0.668], [0.829, -0.617, 4.729], [-1.967, 1.725, 1.402], [-3.670, 3.613, 1.866], [-0.151, 3.163, 1.277], [-0.140, -3.590, -1.405], [-0.093, -2.100, -1.507], [-0.240, -6.357, -1.112], [3.254, -0.815, 4.180], [2.556, -1.532, -4.138], [-0.215, -5.790, -2.375], [-3.051, 1.163, -1.506], [-0.543, 5.495, 1.681], [0.652, -1.543, -2.677], [-1.904, 5.316, 1.818], [-1.454, 2.956, 1.488], [-3.976, 1.799, -2.328], [-2.285, 3.423, -2.867], [-3.577, 2.932, -3.029], [0.140, -0.435, -3.347], [-1.737, 1.591, -1.313], [-0.193, -4.167, -0.140], [-0.226, -5.540, 0.008], [-2.403, 4.007, 1.745], [2.035, -0.444, -4.816], [-0.163, -4.415, -2.526], [1.869, -2.083, -3.073], [1.874, -0.458, 3.689], [0.285, 4.404, 1.407], [0.828, 0.105, -4.417], [-1.410, 2.758, -2.013], [3.523, -0.207, 5.049], [1.349, 4.540, 1.255], [-2.579, 6.146, 1.962], [0.291, -1.473, 4.576], [-0.240, -6.425, -3.249], [-0.153, -3.981, -3.516], [1.199, -0.563, 5.676], [2.290, -2.921, -2.535], [3.510, -1.948, -4.429], [0.427, 0.960, -4.941], [2.576, -0.019, -5.650], [3.316, -1.873, 4.444], [1.395, -3.470, 2.246], [3.276, 2.531, 3.203], [0.228, 0.333, 4.436], [-0.252, -5.975, 0.996], [-0.281, -7.431, -0.999], [-0.800, -0.011, -3.010], [3.982, -0.620, 3.394], [-0.216, -3.504, 0.713], [-0.107, 6.481, 1.748]], "mulliken_spin": [3.016, 0.000, 0.000, 0.000, 0.000, 0.000, 0.000, 0.001, -0.004, -0.002, 0.001, 0.001, 0.001, -0.001, 0.000, 0.000, -0.012, 0.000, 0.007, 0.002, 0.008, -0.001, 0.001, 0.000, 0.000, 0.000, 0.000, 0.000, -0.001, -0.001, 0.000, -0.016, -0.001, -0.001, 0.001, -0.001, 0.003, 0.000, 0.000, 0.000, 0.000, 0.000, 0.000, -0.001, 0.000, 0.000, -0.004, 0.000, 0.000, 0.000, 0.000, 0.000, 0.000, 0.000, 0.000, 0.000, 0.000, 0.000, 0.000, 0.000, 0.000, 0.000, 0.000, 0.000, 0.002, 0.000, 0.000, 0.000], "de_lowest_kcal_mol": 25.3, "total_charge": -1, "largest_force_ha_per_bohr": 0.06655, "homo_ev": [-3.66, -3.67], "spin_multiplicity": 4, "gap_ha": [0.16578, 0.16622], "e_tot_ev": -211577.9262}